Record 1
Density functional theory data (ωB97M-V/def2-TZVPD) for a structure of composition C19H18AsF6N5SZn at a distorted geometry.

```
! RIJCOSX wB97M-V def2-TZVPD def2/J DEFGRID3
* xyz 1 2
Zn -0.86837 -2.10384 -0.74581
S -0.67510 -0.40169 -2.28354
C 0.60501 0.22168 -1.41681
N 0.81027 1.50639 -1.16304
N -0.15860 2.32446 -1.49678
C -0.16490 3.70578 -1.16237
C -1.35155 4.36773 -1.31587
C -1.42087 5.70145 -0.87955
C -0.23950 6.35523 -0.51790
C 1.02133 5.66904 -0.47141
C 1.00356 4.30951 -0.79692
N 1.64259 -0.58969 -0.85777
N 1.37308 -1.79327 -0.64329
C 2.38178 -2.62906 -0.23908
C 1.96903 -3.99764 -0.00448
C 2.91268 -4.92381 0.44127
C 4.21973 -4.53559 0.73008
C 4.55755 -3.18857 0.52864
C 3.67402 -2.22042 0.04303
H -1.03669 1.91972 -1.84836
H -2.22954 3.71797 -1.43061
H -2.27471 6.34494 -0.92997
H -0.19613 7.37902 -0.33570
H 1.91626 6.22599 -0.24912
H 1.96438 3.75948 -0.67326
H 0.98623 -4.13418 -0.23990
H 2.57277 -5.98442 0.58710
H 4.98219 -5.25910 1.06399
H 5.55592 -2.83840 0.79121
H 3.95666 -1.25229 -0.36236
F -2.80604 -2.68714 -1.61116
As -2.95080 -4.38552 -0.96308
F -3.08131 -3.63578 0.63101
F -1.06534 -4.13579 -0.67396
F -2.75469 -5.95747 -0.40237
F -2.50273 -4.88565 -2.51523
F -4.61680 -4.30899 -1.19902
N -1.09950 -1.46707 1.15783
C -1.23520 -0.04270 1.27332
C -0.17476 0.64835 1.84875
C -0.28615 1.98366 2.16962
C -1.37438 2.70333 1.97330
C -2.39664 2.07269 1.28459
C -2.37123 0.70590 0.98570
H -0.25664 -1.69557 1.59217
H -1.84000 -1.90762 1.68613
H 0.78043 0.20026 2.08306
H 0.54177 2.54513 2.65201
H -1.45553 3.69063 2.38615
H -3.27932 2.62869 1.06037
H -3.26427 0.27423 0.45937
*
```

E_HOMO (alpha / beta) = -11.7 / -12.5 eV
Energy = -6020.940994 hartree
ΔE to the lowest compared entry with this formula, charge and spin = 65.3 kJ/mol
Orbital gap (alpha / beta) = 0.2588 / 0.2286 Eh

---

Record 2
Density functional theory data (ωB97M-V/def2-TZVPD) for a structure of composition C19H18BrN5O6S2V at a distorted geometry.

```
! RIJCOSX wB97M-V def2-TZVPD def2/J DEFGRID3
* xyz 1 3
V -0.13826 -0.11296 -0.15369
O 2.24367 -1.73293 1.30194
S 1.79200 -0.37281 1.28411
O 2.60704 0.64643 1.85722
O 0.35631 -0.27126 1.73885
O 1.56173 0.00653 -0.24352
N -0.55461 1.69470 -3.76238
C -0.34322 0.78400 -4.81805
C 0.06135 1.23734 -6.06385
C 0.28232 0.33240 -7.09131
C 0.11941 -1.02566 -6.87212
C -0.27484 -1.48168 -5.62132
C -0.51830 -0.57604 -4.60436
S -1.10442 -1.12473 -3.02003
N -0.55152 0.13024 -2.00107
C -0.45210 1.35066 -2.45795
C -0.25925 2.36172 -1.42260
C -0.02695 3.71441 -1.62216
C 0.05891 4.54741 -0.52026
C -0.06904 4.00887 0.75141
C -0.26050 2.64502 0.87859
N -0.35988 1.84479 -0.18160
H -0.43183 2.66706 -3.98739
H 0.19259 2.30118 -6.22702
H 0.58228 0.69388 -8.06514
H 0.30392 -1.73453 -7.66706
H -0.42174 -2.53852 -5.43615
H 0.10734 4.11357 -2.61841
H 0.23702 5.60600 -0.65072
H -0.00230 4.63610 1.62804
H -0.31453 2.16018 1.84471
N -5.43659 0.72847 -0.42298
C -4.55880 -0.11098 0.40928
C -3.15366 0.31989 -0.07684
O -3.21926 1.32141 -0.83908
O -2.16161 -0.31500 0.31326
H -5.88238 0.22132 -1.17990
H -4.53127 1.35132 -0.84820
H -6.13135 1.25943 0.08855
H -4.71137 -1.17842 0.27930
H -4.65777 0.13646 1.46376
Br 1.24544 -6.44655 0.71146
C 0.64856 -4.71702 0.30649
C -0.41956 -4.16652 1.00172
C -0.80213 -2.87877 0.69660
N -0.20563 -2.14589 -0.25309
C 0.81155 -2.70168 -0.92566
C 1.27213 -3.97778 -0.68326
H -0.92614 -4.72219 1.77635
H -1.60309 -2.39731 1.23647
H 1.28589 -2.09468 -1.68234
H 2.10954 -4.37587 -1.23603
*
```

E_HOMO (alpha / beta) = -10.4 / -10.9 eV
Energy = -5774.373563 hartree
ΔE to the lowest compared entry with this formula, charge and spin = 74.7 kJ/mol
Orbital gap (alpha / beta) = 0.2537 / 0.2644 Eh

---

Record 3
Density functional theory data (ωB97M-V/def2-TZVPD) for a cluster of 2 separate species, C19H18Cl3F2Si in total at a distorted geometry.

```
! RIJCOSX wB97M-V def2-TZVPD def2/J DEFGRID3
* xyz 1 1
C 1.09153 3.16909 -2.85357
C 1.72963 1.87650 -2.41600
C 1.01871 0.72710 -2.50383
C 3.10816 1.92811 -1.83142
Si 4.49647 2.02390 -3.09056
Cl 6.20343 2.15849 -1.97218
Cl 4.52688 0.35044 -4.24932
Cl 4.28900 3.67828 -4.26382
H 1.64398 4.04311 -2.50949
H 1.01457 3.23025 -3.94743
H 0.07254 3.24794 -2.45130
H 1.46241 -0.23569 -2.24171
H 0.01093 0.74335 -2.92737
H 3.26296 2.82938 -1.22057
H 3.34269 1.02877 -1.23988
F -1.00757 -1.60698 6.20423
C -0.73433 -0.50992 5.42127
C -0.23960 0.63706 6.04130
C 0.01812 1.75771 5.23050
C -0.20687 1.71172 3.86144
C -0.68213 0.53035 3.23012
C -0.84435 0.49715 1.80903
C -1.35476 -0.57703 1.07494
C -1.18677 -0.78318 -0.29701
C -1.76641 -1.90063 -0.98284
C -2.81159 -2.66422 -0.37697
C -3.23813 -3.83588 -0.98298
F -4.20963 -4.58359 -0.35767
C -2.73445 -4.29121 -2.19984
C -1.75818 -3.50733 -2.83705
C -1.29866 -2.32865 -2.25568
C -0.96074 -0.60019 4.05325
H -0.06158 0.64412 7.11444
H 0.40537 2.66980 5.68654
H -0.01918 2.58785 3.23258
H -0.53623 1.39199 1.26790
H -1.92100 -1.31411 1.65029
H -0.54089 -0.10677 -0.86559
H -3.25775 -2.33927 0.56212
H -3.10334 -5.21446 -2.63530
H -1.35144 -3.82605 -3.79762
H -0.53936 -1.71515 -2.74924
H -1.33245 -1.52216 3.61633
*
```

E_HOMO = -11.9 eV
Energy = -2604.475432 hartree
Orbital gap = 0.2101 Eh